No. 1
Computed, not measured: 9 unconnected molecules or ions with the total composition C36H63F9O24 at a distorted geometry, with the ωB97M-V functional and the def2-TZVPD basis.

Last column: Mulliken charge in e.
Atoms and positions in Å:
C  5.03830  4.12928  19.10672  -1.084
C  5.15990  3.93483  20.62249  0.093
O  6.55498  4.00834  21.08010  -0.085
C  7.21287  2.94905  20.89440  0.229
O  6.80455  1.93990  20.29255  -0.621
C  8.64556  3.06759  21.45801  0.975
F  9.52948  2.60087  20.58378  -0.278
F  8.96205  4.31268  21.74142  -0.192
F  8.69386  2.37227  22.58620  -0.249
H  3.98373  4.21424  18.87529  0.410
H  5.42354  3.21553  18.68486  0.515
H  5.56661  5.00831  18.75652  0.032
H  4.79892  2.95308  20.93787  0.476
H  4.75483  4.72398  21.23824  -0.178
C  7.96511  10.04327  24.97000  -0.067
C  9.14149  9.06115  25.16014  0.391
O  10.45709  9.64922  25.05213  -0.231
C  11.30697  9.27243  24.12996  0.236
O  11.25775  8.35522  23.36266  -0.512
C  12.51884  10.18618  24.19343  0.907
F  12.15298  11.46257  24.33650  -0.231
F  13.28929  9.76974  25.20229  -0.264
F  13.20004  10.10360  23.06061  -0.251
H  7.97816  10.36291  23.91991  -0.088
H  8.05077  10.92695  25.58952  0.256
H  7.06328  9.43967  25.15100  -0.212
H  9.09570  8.24355  24.44817  -0.009
H  9.14644  8.61658  26.15278  -0.031
C  7.31748  2.62492  27.77702  -0.827
C  8.56794  3.26405  28.40754  -0.350
O  9.12358  4.25959  27.46516  -0.260
C  9.87257  3.74702  26.58552  0.351
O  10.20886  2.55204  26.40069  -0.609
C  10.30366  4.73330  25.48601  0.868
F  9.49368  4.54736  24.43060  -0.237
F  10.17540  5.98019  25.94790  -0.208
F  11.58332  4.53869  25.12989  -0.282
H  6.66715  3.44648  27.46783  0.023
H  6.81006  1.97851  28.49711  0.396
H  7.56620  2.05296  26.88891  0.340
H  9.40387  2.59670  28.60652  0.402
H  8.26947  3.77460  29.32483  0.314
C  10.59720  12.00567  21.72658  -0.765
C  9.80017  12.74104  20.68334  -0.557
O  8.89930  11.81207  20.01335  -0.366
C  7.63219  11.81067  20.43754  0.861
O  7.14572  12.59074  21.26299  -0.654
O  7.07502  10.81061  19.85912  -0.187
C  5.65161  10.69420  20.15406  -0.627
H  11.07090  11.12439  21.28879  0.320
H  9.99370  11.70069  22.58449  0.042
H  11.33670  12.68623  22.10683  0.454
H  10.33997  13.24040  19.89055  0.399
H  9.19422  13.49314  21.17815  0.344
H  5.12366  11.59927  19.86957  0.499
H  5.61002  10.63540  21.24650  0.300
H  5.29730  9.79261  19.66065  -0.034
C  9.53717  12.40720  27.76283  -0.947
C  9.12741  11.55040  28.93120  -0.381
O  8.43215  10.42354  28.37430  0.021
C  8.30865  9.33822  29.12919  0.463
O  8.90544  9.16781  30.21616  -0.654
O  7.62714  8.41749  28.47788  0.102
C  7.59749  7.13604  29.20464  -0.760
H  8.69772  12.87819  27.25319  0.289
H  10.06856  11.78696  27.04320  0.061
H  10.19768  13.21232  28.10891  0.433
H  8.41048  12.10071  29.54701  0.241
H  9.94525  11.17995  29.56509  0.414
H  7.00206  6.52363  28.53699  0.054
H  7.11693  7.29538  30.16670  0.396
H  8.61326  6.76462  29.21960  0.377
C  1.15338  5.99987  23.24509  -1.507
C  2.19437  6.10159  22.18433  0.739
O  1.74141  7.07466  21.23268  -0.369
C  2.55956  7.62250  20.34377  0.726
O  3.81378  7.31383  20.23412  -0.361
O  1.92927  8.35507  19.51213  -0.413
C  2.61641  8.93938  18.36119  -0.233
H  1.14182  6.89729  23.84552  0.339
H  1.46468  5.15302  23.85023  0.388
H  0.19316  5.84963  22.74980  0.398
H  2.25565  5.15885  21.62990  0.191
H  3.21843  6.30557  22.48618  -0.340
H  3.66535  8.68699  18.32335  -0.052
H  2.46901  10.00967  18.48383  0.286
H  2.10457  8.49680  17.50808  0.288
C  7.62466  8.15789  21.93626  -0.639
C  6.80762  7.00633  22.54546  0.439
O  6.20519  7.51574  23.77015  -0.463
C  5.77156  6.64647  24.67346  1.170
O  6.01421  5.45259  24.67970  -0.692
O  5.02290  7.26778  25.52630  -0.251
C  4.43537  6.41108  26.57962  -0.239
H  8.54089  8.34199  22.47741  0.012
H  7.01819  9.06377  21.92879  -0.239
H  7.82726  7.90064  20.90104  0.381
H  7.33325  6.07877  22.73352  0.537
H  5.97035  6.82743  21.85859  -0.380
H  3.42649  6.08376  26.32356  0.170
H  4.45586  7.01179  27.47520  0.086
H  5.13867  5.59382  26.65395  0.072
C  4.02830  7.98171  13.21381  -1.162
C  5.37782  7.65292  13.83196  -0.285
O  5.18510  7.69883  15.28736  -0.227
C  6.27876  7.34794  15.96523  0.520
O  7.37418  6.93337  15.52602  -0.603
O  5.93378  7.61260  17.22620  -0.046
C  6.96366  7.28776  18.19402  -0.632
H  3.30528  7.22706  13.50508  0.278
H  4.08703  8.08002  12.13108  0.386
H  3.73553  8.94777  13.60180  0.300
H  6.21370  8.30954  13.58794  0.331
H  5.70049  6.64490  13.56882  0.310
H  7.70311  8.06906  18.12231  0.648
H  7.36957  6.28292  18.04851  0.521
H  6.47867  7.38025  19.16737  -0.377
C  4.87328  11.65526  29.45039  -1.187
C  4.82563  10.79588  28.22467  0.171
O  4.28676  9.45923  28.42631  -0.173
C  2.96080  9.46993  28.27518  0.672
O  2.24193  10.40292  27.85280  -0.615
O  2.58887  8.24980  28.64507  -0.297
C  1.11415  8.06037  28.52568  -0.689
H  5.52199  11.18410  30.19795  0.262
H  3.92202  12.00924  29.82662  0.378
H  5.45812  12.52685  29.08905  0.346
H  5.81868  10.54617  27.86080  -0.166
H  4.28935  11.30786  27.42434  0.467
H  0.68492  8.80731  29.18801  0.311
H  0.88393  7.06314  28.89722  0.237
H  0.82701  8.29108  27.49665  0.285

* energy relative to the best compared isomer or geometry (same formula, charge and spin): 0.00 kJ/mol
* structure (SMILES): CCOC(=O)C(F)(F)F.CCOC(=O)C(F)(F)F.CCOC(=O)C(F)(F)F.CCOC(=O)OC.CCOC(=O)OC.CCOC(=O)OC.CCOC(=O)OC.CCOC(=O)OC.CCOC(=O)OC
* calculated total energy: -111951.873 eV
* gap between HOMO and LUMO: 0.4080 Ha
* LUMO energy: 0.3 eV
* charge: 0

=====

No. 2
Computed, not measured: a single C5H7NO molecule at a distorted geometry, with the ωB97M-V functional and the def2-TZVPD basis.

Last column: natural (NBO) charge in e.
Atoms and positions in Å:
C  2.76890  -0.25040  -0.15822  0.012
C  -0.43388  -1.27407  -0.07145  -0.459
C  -0.86044  0.13449  -0.63118  0.044
C  1.38933  -0.14554  -0.23700  0.379
C  -1.46263  0.90418  0.56337  -0.650
N  2.22539  0.14086  0.94120  -0.266
O  0.44203  0.69896  -0.93098  -0.557
H  3.48919  -0.27376  -0.96795  0.234
H  -0.69093  -1.47902  0.96134  0.197
H  -0.56234  -2.15969  -0.69425  0.202
H  -1.40995  0.36696  -1.64222  0.209
H  -0.70185  1.09501  1.42962  0.226
H  -2.27654  0.38248  1.14686  0.212
H  -1.91626  1.85954  0.29086  0.216

* energy relative to the best compared isomer or geometry (same formula, charge and spin): 604.94 kJ/mol
* calculated total energy: -8829.933 eV
* gap between HOMO and LUMO (alpha / beta): 0.3330 / 0.3330 Ha
* LUMO energy (alpha / beta): 0.4 / 0.4 eV
* charge: 0

=====

No. 3
Computed, not measured: a molecular structure, C21H25CoN10O3S3, with the ωB97M-V functional and the def2-TZVPD basis.

Last column: Mulliken spin population.
Atoms and positions in Å:
Co  -1.48182  -1.35823  0.49588  0.993
C  -6.55654  -1.64948  1.64110  0.004
S  -5.64386  -0.19596  2.18056  0.001
C  -3.98087  -0.66797  1.86373  -0.004
S  -3.55117  -2.22219  1.31313  0.048
N  -3.14738  0.32104  2.12361  0.002
N  -1.87966  -0.05886  1.83497  -0.026
C  -0.89452  0.42705  2.50034  -0.044
C  0.38279  -0.22704  2.24702  0.030
C  1.58884  0.16468  2.81953  -0.001
C  2.72564  -0.56434  2.52912  0.003
C  2.63288  -1.66459  1.68447  -0.005
C  1.39886  -1.99504  1.15654  0.019
N  0.29774  -1.30256  1.43845  -0.007
H  -7.60764  -1.41136  1.80574  0.000
H  -6.27905  -2.52345  2.22445  -0.003
H  -6.37963  -1.84694  0.58709  -0.002
H  -1.02891  1.19621  3.25182  -0.001
H  1.61381  1.04335  3.44953  0.000
H  3.68050  -0.27180  2.94804  0.000
H  3.50092  -2.25807  1.43394  0.000
H  1.26252  -2.83670  0.49041  -0.001
O  -2.53357  -0.49296  -1.01632  0.017
N  -2.46685  0.76924  -1.14014  -0.006
C  -2.65103  1.21486  -2.36528  0.000
C  -2.55846  2.62224  -2.58321  0.001
N  -2.47439  3.75233  -2.79031  -0.001
C  -2.82276  0.34408  -3.48822  0.000
N  -2.95360  -0.33662  -4.40802  -0.001
C  0.48526  -1.75034  -4.13253  0.000
N  -0.13186  -2.54421  -3.08658  -0.001
C  -0.61427  -3.80382  -3.31779  0.000
C  -1.20009  -4.52422  -2.35466  0.000
C  -1.38004  -3.94595  -1.02180  -0.002
O  -1.89118  -4.56674  -0.10060  -0.001
N  -0.93206  -2.64732  -0.86677  -0.018
C  -0.27714  -1.96643  -1.83422  -0.025
O  0.21246  -0.84651  -1.62961  0.006
H  0.41807  -2.30181  -5.06812  0.000
H  1.53105  -1.54609  -3.89945  0.000
H  -0.03866  -0.80251  -4.23832  0.000
H  -0.48788  -4.16994  -4.32829  0.000
H  -1.57984  -5.51636  -2.54041  0.000
C  4.34177  3.36548  0.33671  0.000
N  3.57296  2.78140  1.43171  0.000
C  4.20750  3.03336  2.71163  0.000
C  2.18539  2.90722  1.35219  -0.001
S  1.31162  3.68937  2.55580  0.000
N  1.63652  2.34354  0.26762  -0.001
C  2.30343  1.33682  -0.55281  0.001
C  0.25401  2.57222  -0.13736  0.002
H  4.50754  4.43593  0.51222  0.000
H  3.82656  3.25363  -0.61001  0.000
H  5.31266  2.87270  0.26378  0.000
H  5.23617  2.67172  2.65008  0.000
H  3.68444  2.50242  3.50214  0.000
H  4.21399  4.09747  2.97100  0.000
H  3.18493  0.96095  -0.04052  0.000
H  2.59182  1.74684  -1.52572  0.000
H  1.60020  0.52589  -0.74054  0.003
H  -0.23137  3.26289  0.54130  0.000
H  -0.28548  1.62589  -0.14543  0.016
H  0.23873  2.97556  -1.15261  0.000

* energy relative to the best compared isomer or geometry (same formula, charge and spin): 0.00 kJ/mol
* calculated total energy: -113360.421 eV
* multiplicity: 2
* expectation value of S²: 0.77
* gap between HOMO and LUMO (alpha / beta): 0.2565 / 0.2553 Ha
* LUMO energy (alpha / beta): 1.9 / 1.9 eV
* charge: -1

=====

> energy relative to the best compared isomer or geometry (same formula, charge and spin) of number 2 (C5H7NO)?

604.94 kJ/mol